The following is a quantum chemistry calculation of a structure of composition C39H63BClCsIN10O2Si4 at a distorted geometry, from the Open Molecules 2025 dataset.

Geometry (Å):
1 Cs -0.4407 -1.2364 0.0330
2 C 4.2090 -2.0687 2.4423
3 C 3.8775 -1.1046 1.4724
4 N 3.0547 -0.1867 1.9676
5 N 2.8277 -0.5447 3.2527
6 C 3.5056 -1.6743 3.5575
7 B 1.8411 0.2056 4.1847
8 N 0.4731 -0.5093 4.2265
9 C -0.6897 0.0133 4.6805
10 C -1.6472 -0.9729 4.6269
11 C -0.9599 -2.0869 4.1017
12 N 0.3162 -1.8044 3.8706
13 N 1.5766 1.6493 3.7190
14 C 2.2492 2.7989 3.9922
15 C 1.5944 3.8249 3.3502
16 C 0.5100 3.1941 2.7027
17 N 0.5168 1.8877 2.9110
18 N 2.4168 0.1176 5.6389
19 C 1.9693 -0.7162 6.6078
20 C 2.8196 -0.6075 7.6868
21 C 3.7745 0.3419 7.2712
22 N 3.5341 0.7657 6.0372
23 H 4.8384 -2.9415 2.3399
24 H 4.1880 -1.0404 0.4368
25 H 3.4312 -2.1217 4.5391
26 H -0.7617 1.0443 4.9940
27 H -2.6902 -0.8887 4.8902
28 H -1.3371 -3.0789 3.8862
29 H 3.1309 2.7863 4.6104
30 H 1.8573 4.8730 3.3450
31 H -0.2680 3.6261 2.0850
32 H 1.0947 -1.3355 6.4576
33 H 2.7551 -1.1265 8.6307
34 H 4.6257 0.7288 7.8153
35 O 2.9197 2.3447 0.3816
36 H 3.1015 1.5780 0.9583
37 H 1.9931 2.5234 0.5833
38 Cl -2.0444 1.5839 0.8397
39 O -1.5477 0.8479 -1.6739
40 C -1.9440 1.8536 -1.0398
41 I 1.5208 0.5211 -2.4524
42 C 2.5225 -1.2137 -3.0673
43 C 2.5981 -1.5269 -4.4215
44 C 3.1978 -2.7215 -4.7737
45 C 3.6739 -3.5542 -3.7756
46 C 3.5322 -3.1483 -2.4599
47 N 2.9741 -1.9897 -2.1049
48 H 2.1815 -0.8617 -5.1648
49 H 3.2800 -3.0064 -5.8155
50 H 4.1321 -4.5042 -4.0168
51 H 3.8678 -3.7752 -1.6388
52 C -1.5225 2.1478 -4.7663
53 Si -2.7418 3.1913 -3.7763
54 C -4.3811 2.2578 -3.8198
55 C -3.0447 4.7801 -4.7821
56 Si -2.0375 3.6379 -1.5855
57 Si -0.2327 5.1962 -1.7938
58 C 0.6228 5.6891 -0.1917
59 C 1.1178 4.6198 -2.9746
60 C -0.9170 6.8092 -2.5358
61 Si -3.6742 4.5650 -0.1874
62 C -5.1445 3.4011 -0.0281
63 C -3.1128 5.0389 1.5472
64 C -4.3448 6.1730 -0.9448
65 H -1.7290 2.2059 -5.8399
66 H -1.5895 1.1031 -4.4406
67 H -0.4887 2.4647 -4.5941
68 H -4.6548 2.0216 -4.8547
69 H -5.1921 2.8428 -3.3679
70 H -4.2955 1.3152 -3.2606
71 H -3.7043 4.5642 -5.6323
72 H -2.1067 5.1939 -5.1731
73 H -3.5232 5.5602 -4.1740
74 H 1.2008 4.8535 0.2181
75 H -0.0993 6.0019 0.5735
76 H 1.3186 6.5186 -0.3623
77 H 1.6828 3.7876 -2.5372
78 H 1.8294 5.4278 -3.1857
79 H 0.6986 4.2810 -3.9284
80 H -1.7425 7.2087 -1.9345
81 H -1.3024 6.6386 -3.5492
82 H -0.1363 7.5810 -2.5942
83 H -4.8216 2.4566 0.4255
84 H -5.5715 3.1700 -1.0129
85 H -5.9343 3.8382 0.5955
86 H -2.6802 4.1778 2.0653
87 H -3.9566 5.4126 2.1395
88 H -2.3486 5.8275 1.5117
89 H -4.6863 6.0167 -1.9773
90 H -3.5716 6.9511 -0.9630
91 H -5.1928 6.5572 -0.3617
92 C -3.3582 -7.5101 -2.0659
93 C -2.8130 -6.1009 -1.9989
94 C -3.4193 -5.0886 -2.7408
95 C -2.8923 -3.7883 -2.6720
96 C -3.5313 -2.6642 -3.4588
97 C -1.8003 -3.5314 -1.8741
98 C -1.1472 -4.5269 -1.0649
99 C -1.7112 -5.8407 -1.1919
100 N -0.1289 -4.1015 -0.3169
101 C 0.6926 -4.9789 0.4904
102 C 1.4214 -6.0636 -0.3319
103 C 1.7842 -4.0898 1.1020
104 C -0.0715 -5.6230 1.6642
105 H -4.2277 -7.5623 -2.7227
106 H -3.6582 -7.8577 -1.0732
107 H -2.6034 -8.2071 -2.4402
108 H -4.2802 -5.2997 -3.3696
109 H -4.0826 -3.0524 -4.3183
110 H -2.7807 -1.9570 -3.8144
111 H -4.2340 -2.1042 -2.8368
112 H -1.3840 -2.5316 -1.8534
113 H -1.2910 -6.6725 -0.6413
114 H 1.9181 -5.5830 -1.1814
115 H 0.7431 -6.8223 -0.7256
116 H 2.1775 -6.5647 0.2833
117 H 2.3440 -3.5865 0.3047
118 H 2.4796 -4.6889 1.7043
119 H 1.3454 -3.3283 1.7563
120 H -0.9182 -6.2203 1.3227
121 H -0.4556 -4.8297 2.3132
122 H 0.5915 -6.2651 2.2589

Its HOMO energy (alpha / beta) is -0.7 / -1.5 eV. The spin multiplicity is 2. As for the energy above the lowest of the compared OMol25 structures with the same formula, charge and spin: 116.3 kJ/mol. As for the net charge: -2. For the energy, the calculation gives -113826.32209 eV. Its expectation value of S² is 0.755.

Results of the Mulliken charge analysis, in e, for atoms 1 through 99:
1. Cs 0.82
2. C -1.19
3. C -0.23
4. N -1.00
5. N 1.19
6. C -0.13
7. B -0.09
8. N 1.38
9. C -0.32
10. C -1.13
11. C -0.38
12. N -0.74
13. N 0.84
14. C -0.61
15. C -0.62
16. C -0.81
17. N -0.11
18. N 0.51
19. C -0.22
20. C -0.93
21. C -0.24
22. N -1.24
23. H 0.41
24. H 0.40
25. H 0.41
26. H 0.55
27. H 0.40
28. H 0.38
29. H 0.51
30. H 0.42
31. H 0.36
32. H 0.32
33. H 0.38
34. H 0.42
35. O -0.53
36. H 0.60
37. H 0.17
38. Cl -0.41
39. O -0.54
40. C 0.17
41. I 0.16
42. C 0.13
43. C -0.65
44. C -0.26
45. C -0.78
46. C -0.17
47. N -0.04
48. H 0.41
49. H 0.38
50. H 0.37
51. H 0.47
52. C -0.67
53. Si 0.42
54. C -1.15
55. C -1.19
56. Si 0.04
57. Si 0.83
58. C -0.89
59. C -1.05
60. C -1.00
61. Si 0.40
62. C -0.96
63. C -0.93
64. C -1.17
65. H 0.42
66. H -0.03
67. H 0.11
68. H 0.41
69. H 0.23
70. H 0.26
71. H 0.36
72. H 0.28
73. H 0.32
74. H 0.09
75. H 0.21
76. H 0.42
77. H 0.21
78. H 0.38
79. H 0.23
80. H 0.19
81. H 0.20
82. H 0.39
83. H 0.20
84. H 0.23
85. H 0.39
86. H 0.14
87. H 0.43
88. H 0.27
89. H 0.21
90. H 0.29
91. H 0.39
92. C -1.61
93. C 0.34
94. C -1.03
95. C -0.11
96. C -1.53
97. C 0.05
98. C 0.52
99. C -0.08